Record 1
This record from the OMol25 dataset describes a 2-piece molecular cluster, C5H10O2 overall. The level of theory is ωB97M-V with the def2-TZVPD basis set.

```
17
Properties=species:S:1:pos:R:3:lowdin_charge:R:1
C -2.42 1.17 0.05 -0.0684
C -1.00 1.05 -0.44 -0.2185
O -0.56 -0.33 -0.24 -0.0987
C 0.39 -0.72 -1.02 -0.0301
C 2.15 -0.04 1.07 -0.0320
C 0.72 -2.15 -0.88 -0.2771
O 1.75 -2.66 -0.49 0.0226
H -2.48 0.98 1.12 0.0814
H -2.78 2.19 -0.14 0.0828
H -3.07 0.47 -0.47 0.0814
H -0.89 1.26 -1.51 0.1182
H -0.31 1.69 0.12 0.1229
H 1.90 0.24 0.04 0.0042
H 2.48 -1.08 1.07 0.0225
H 2.94 0.62 1.42 0.0291
H 1.26 0.05 1.71 0.0356
H -0.07 -2.74 -1.41 0.1242
```

Its multiplicity is 1. Its relative energy (zero: lowest compared OMol25 entry of this formula, charge and spin) is 103.47 kcal/mol. The value obtained for the max |F| is 0.60 eV Å⁻¹. Its orbital gap is 8.979 eV. The calculation puts the calculated total energy at -346.86055 Eh.

Record 2
This record from the OMol25 dataset describes a single C5H10O2 molecule. The level of theory is ωB97M-V with the def2-TZVPD basis set.

```
17
Properties=species:S:1:pos:R:3:lowdin_charge:R:1
C 2.29 -0.21 0.74 -0.0994
O 0.93 -0.50 0.52 -0.2226
C 0.54 -0.34 -0.84 -0.1819
C -0.91 0.07 -0.94 -0.2058
C -1.97 -0.55 -0.06 -0.0541
C -1.59 0.89 0.13 -0.3253
O -0.92 1.33 1.27 -0.0118
H 2.95 -0.85 0.13 0.0926
H 2.50 -0.39 1.79 0.0935
H 2.51 0.84 0.50 0.0961
H 1.17 0.43 -1.32 0.1253
H 0.71 -1.29 -1.38 0.1305
H -1.20 0.29 -1.97 0.1374
H -2.93 -0.81 -0.49 0.0998
H -1.62 -1.25 0.71 0.1131
H -2.30 1.64 -0.20 0.1425
H -0.19 0.71 1.40 0.0702
```

Its multiplicity is 1. Its relative energy (zero: lowest compared OMol25 entry of this formula, charge and spin) is 59.79 kcal/mol. The value obtained for the max |F| is 0.38 eV Å⁻¹. Its orbital gap is 10.030 eV. As for the SMILES: COC[C@H]1C[C@H]1O. The calculation puts the calculated total energy at -346.93014 Eh.

Record 3
This record from the OMol25 dataset describes a single C5H10O2 molecule. The level of theory is ωB97M-V with the def2-TZVPD basis set.

```
17
Properties=species:S:1:pos:R:3:lowdin_charge:R:1
O 2.65 -0.31 -0.52 -0.0511
C 1.73 -0.80 0.43 -0.1820
C 0.32 -0.22 0.18 -0.2474
C -0.80 -1.16 0.06 -0.2441
C -1.67 -0.28 0.87 -0.0302
C -0.59 1.70 -0.87 -0.0764
O 0.48 1.04 -0.27 -0.1202
H 2.57 0.65 -0.50 0.0850
H 2.11 -0.66 1.44 0.1193
H 1.68 -1.88 0.24 0.1198
H -1.01 1.07 -1.67 0.1042
H -0.48 -2.02 0.65 0.1203
H -1.14 -1.49 -0.92 0.1202
H -1.73 -0.31 1.94 0.0440
H -2.57 0.13 0.39 0.0544
H -1.36 1.94 -0.12 0.0885
H -0.17 2.60 -1.30 0.0955
```

Its multiplicity is 1. Its relative energy (zero: lowest compared OMol25 entry of this formula, charge and spin) is 125.23 kcal/mol. The value obtained for the max |F| is 0.85 eV Å⁻¹. Its orbital gap (alpha / beta) is 7.670 / 8.313 eV. The calculation puts the calculated total energy at -346.82587 Eh.

Record 4
This record from the OMol25 dataset describes a 2-piece molecular cluster, C5H10O2 overall. The level of theory is ωB97M-V with the def2-TZVPD basis set.

```
17
Properties=species:S:1:pos:R:3:lowdin_charge:R:1
C 2.07 -0.27 -0.80 -0.0435
C 1.56 -1.67 -1.00 -0.2785
O 0.83 -2.26 -0.23 0.0181
C -1.15 0.37 0.67 -0.4869
C -1.46 1.69 1.31 -0.0399
C -1.57 -0.01 -0.54 0.0334
O -0.36 -0.39 1.49 0.0092
H 1.73 0.36 -1.62 0.0911
H 3.17 -0.28 -0.83 0.0862
H 1.72 0.14 0.15 0.0745
H -0.54 2.20 1.59 0.0828
H -2.03 1.53 2.23 0.0857
H -2.04 2.32 0.64 0.0782
H -1.35 -0.99 -0.94 0.0514
H 1.88 -2.17 -1.93 0.1222
H -2.19 0.65 -1.13 0.0539
H -0.07 -1.19 1.01 0.0622
```

Its multiplicity is 1. Its relative energy (zero: lowest compared OMol25 entry of this formula, charge and spin) is 38.82 kcal/mol. The value obtained for the max |F| is 0.56 eV Å⁻¹. Its orbital gap is 9.509 eV. As for the SMILES: C=C(C)O.CC=O. The calculation puts the calculated total energy at -346.96357 Eh.

Record 5
This record from the OMol25 dataset describes a single C5H10O2 molecule. The level of theory is ωB97M-V with the def2-TZVPD basis set.

```
17
Properties=species:S:1:pos:R:3:lowdin_charge:R:1
C -2.12 -1.32 0.07 -0.0956
O -0.79 -0.84 0.15 -0.2191
C -0.73 0.55 -0.15 -0.1857
C 0.68 1.11 -0.21 -0.2172
C 1.64 0.83 0.92 -0.0601
C 1.84 0.17 -0.43 -0.3057
O 1.68 -1.16 -0.80 -0.0085
H -2.77 -0.81 0.80 0.0917
H -2.11 -2.39 0.29 0.0936
H -2.54 -1.16 -0.93 0.0930
H -1.20 0.71 -1.13 0.1272
H -1.30 1.08 0.62 0.1292
H 0.69 2.13 -0.57 0.1370
H 2.34 1.64 1.11 0.0998
H 1.22 0.39 1.82 0.1096
H 2.73 0.54 -0.94 0.1398
H 0.78 -1.44 -0.59 0.0709
```

Its multiplicity is 1. Its relative energy (zero: lowest compared OMol25 entry of this formula, charge and spin) is 63.71 kcal/mol. The value obtained for the max |F| is 0.54 eV Å⁻¹. Its orbital gap is 10.066 eV. As for the SMILES: COC[C@H]1C[C@H]1O. The calculation puts the calculated total energy at -346.92390 Eh.

Record 6
This record from the OMol25 dataset describes a 2-piece molecular cluster, C5H10O2 overall in a non-equilibrium geometry. The level of theory is ωB97M-V with the def2-TZVPD basis set.

```
17
Properties=species:S:1:pos:R:3:lowdin_charge:R:1
C -0.73 -1.45 1.50 -0.0300
C 0.24 -0.53 0.80 -0.3627
O 1.06 -1.22 -0.12 -0.0793
C 1.57 -0.22 -1.01 -0.1799
C 0.66 0.96 -0.86 -0.0873
C -0.32 0.60 -0.02 -0.3096
O -1.58 1.05 0.22 0.0325
H -0.17 -2.26 1.98 0.0894
H -1.45 -1.89 0.80 0.0924
H -1.26 -0.90 2.29 0.0921
H 0.87 -0.05 1.57 0.1597
H 1.51 -0.63 -2.04 0.1264
H 2.62 0.01 -0.80 0.1177
H 0.95 1.92 -1.25 0.0879
H -0.74 1.91 -1.95 0.0589
H -1.16 2.43 -1.61 0.0872
H -2.08 0.27 0.51 0.1045
```

Its multiplicity is 1. Its relative energy (zero: lowest compared OMol25 entry of this formula, charge and spin) is 90.87 kcal/mol. The value obtained for the max |F| is 1.20 eV Å⁻¹. Its orbital gap is 9.277 eV. As for the SMILES: C[C@H]1OCC=C1O.[H][H]. The calculation puts the calculated total energy at -346.88062 Eh.

Record 7
This record from the OMol25 dataset describes a single C5H10O2 molecule. The level of theory is ωB97M-V with the def2-TZVPD basis set.

```
17
Properties=species:S:1:pos:R:3:lowdin_charge:R:1
C -2.23 -0.68 -0.13 -0.0592
C -0.86 -0.12 -0.48 -0.4660
O -1.07 1.21 -0.90 -0.0457
C 0.09 -0.21 0.73 -0.1548
C 1.58 -0.28 0.43 -0.1586
C 2.23 0.94 -0.16 -0.2248
O 1.67 1.82 -0.77 0.0495
H -2.16 -1.74 0.12 0.0793
H -2.66 -0.14 0.73 0.0868
H -2.91 -0.56 -0.98 0.0814
H -0.44 -0.73 -1.30 0.1436
H -0.20 1.62 -1.01 0.0544
H -0.13 0.65 1.39 0.1319
H -0.16 -1.11 1.31 0.1141
H 1.78 -1.10 -0.29 0.1293
H 2.14 -0.56 1.33 0.1153
H 3.33 0.99 -0.03 0.1235
```

Its multiplicity is 1. Its relative energy (zero: lowest compared OMol25 entry of this formula, charge and spin) is 27.75 kcal/mol. The value obtained for the max |F| is 0.60 eV Å⁻¹. Its orbital gap is 10.658 eV. As for the SMILES: C[C@@H](O)CCC=O. The calculation puts the calculated total energy at -346.98121 Eh.